Formula: C65H73BF4NO4
Source: the OMol25 dataset
Level of theory: wB97M-V/def2-TZVPD

XYZ file:
```
148
Properties=species:S:1:pos:R:3:forces:R:3
H 6.5287 -0.0156 -4.1138 -0.01 0.01 -0.01
H -6.9972 -0.6926 -1.3080 0.02 -0.02 0.03
C -6.5155 -0.8379 -2.2659 -0.02 0.02 0.02
C 7.3452 -1.6219 -2.9485 0.00 -0.02 -0.02
C 7.5492 1.8875 2.1346 -0.01 0.00 0.01
H 4.7407 -2.5378 -4.1930 0.00 -0.04 0.02
C 4.3382 -3.0501 -5.0535 -0.01 -0.08 -0.03
N -2.7717 -1.3441 2.9930 0.38 0.05 -0.02
C 1.3689 -7.6400 0.8968 -0.05 0.03 0.06
H 1.9453 2.0485 -0.6470 -0.06 -0.06 0.19
H 0.5433 -4.5901 1.4006 0.35 0.13 0.02
H -3.1882 5.7612 5.7233 0.00 -0.01 0.02
C -3.5377 4.9566 3.7624 0.01 -0.01 0.00
H 5.2734 -4.1753 -8.1073 0.00 0.00 -0.01
C -4.8816 -0.1708 -3.8944 0.02 0.02 -0.06
H -1.6307 0.1932 3.8243 0.11 0.06 0.16
C 2.8098 -7.8530 -1.0199 0.01 0.02 -0.01
H -0.1832 3.1106 4.2244 0.00 -0.02 0.01
C 8.3414 0.8654 -0.3213 0.02 0.00 0.01
C 3.3047 -4.3569 -7.2752 0.00 -0.01 -0.01
H -2.7405 6.5068 11.3674 -0.01 0.00 0.01
H -1.0483 4.5724 6.0205 0.00 -0.01 0.02
O -4.3087 -1.4783 4.7075 0.07 0.09 -0.36
H 0.7868 -0.0690 -0.3995 0.21 -0.18 -0.04
H -4.7752 -1.3749 -5.6662 0.01 0.00 0.00
C -4.2593 4.9534 -0.5649 0.01 -0.01 -0.02
H -3.0509 -4.3056 2.1934 -0.09 -0.17 0.12
H -4.5047 1.0960 3.7822 -0.19 0.23 0.17
C -0.2999 2.5973 -5.1044 0.11 0.06 0.01
H 4.3969 0.0430 -2.8637 0.01 0.01 0.00
H 1.2600 3.5726 -6.2062 0.02 -0.01 0.00
C 4.9497 -1.5563 -1.5477 0.01 -0.01 -0.01
C -5.5075 0.0248 -2.6727 0.00 0.01 0.06
C -1.6074 4.4540 5.1016 0.04 -0.01 0.00
H -2.3298 5.7519 -1.0568 0.01 0.01 0.00
H 10.2822 0.6523 0.5673 0.01 0.00 0.00
H -2.0190 8.6214 7.7186 0.00 0.00 -0.01
H -0.3353 1.2636 -0.1796 -0.09 0.04 0.25
H -5.2044 0.8422 -2.0307 0.01 -0.01 -0.05
F -4.5461 -2.3958 1.7248 0.18 0.11 0.02
H -0.4485 6.8549 7.0051 -0.01 0.00 -0.01
C -0.7091 5.6897 8.7871 0.01 0.01 0.00
C -1.1032 -0.3632 -1.3691 -0.04 -0.11 0.10
C -0.9948 -3.8404 3.8005 0.01 0.20 0.67
H -0.0246 4.9124 8.4727 0.01 -0.01 0.00
C -2.8159 -1.3146 0.3021 0.18 -0.50 -0.07
H -7.6780 -2.5697 -2.7582 0.00 -0.01 0.01
H -3.1710 8.4446 9.8973 0.00 0.01 0.00
H 0.7438 -7.0286 1.5357 -0.02 0.00 -0.02
C 9.2579 0.9698 0.7160 0.00 0.00 0.00
C 3.0063 -3.4401 -5.0732 0.00 -0.01 -0.01
H 1.0114 -9.4417 2.0006 -0.01 0.00 0.01
H -0.6572 -1.3177 0.4786 0.12 -0.16 0.21
H -2.4707 1.5471 -0.2636 -0.13 0.18 0.11
C 6.3634 -0.7043 -3.2949 0.02 0.04 0.07
H -3.0920 -0.2611 0.3643 -0.03 0.17 0.17
H -3.4990 -1.7380 -0.4364 -0.24 -0.06 -0.08
H -0.8847 -0.5916 2.4666 0.17 -0.11 -0.21
C 1.8618 1.6592 -1.6707 0.58 0.02 -0.70
H 9.5756 1.5567 2.7550 0.01 0.01 0.01
H -4.0897 0.4960 -4.2119 0.01 0.01 0.01
H -2.2091 0.5812 2.2270 0.10 0.10 -0.31
H -6.5684 -2.9122 -4.9396 0.00 -0.01 -0.01
C -2.4639 2.5703 -6.1517 -0.04 -0.02 0.02
C -1.8472 3.4732 2.9202 0.03 0.04 0.05
O 2.8097 1.6254 -2.4150 -0.69 0.26 0.28
C 2.4895 -4.0944 -6.1829 0.00 0.00 0.00
C -2.8919 4.8659 -0.7917 0.00 0.02 -0.03
C -4.3330 2.5946 -0.1059 -0.08 -0.04 -0.09
H -3.5089 2.2864 -6.1356 -0.01 0.00 0.00
H -5.7480 0.0009 3.1177 -0.25 -0.02 0.11
C -2.3835 -3.6388 1.6542 -0.38 0.55 0.49
C 5.1536 -3.3172 -6.1442 -0.01 -0.01 -0.03
H -2.3391 -4.0222 0.6403 0.18 -0.01 -0.28
C -1.0061 -3.7220 2.2553 0.26 -0.94 -0.32
H 7.8898 -3.2309 -1.6373 0.01 -0.01 0.01
H -0.3959 -2.8596 2.0115 0.01 0.35 0.12
C 2.3111 -9.7796 0.3275 -0.01 0.00 0.01
H 0.3397 2.3316 -4.2737 0.01 -0.03 0.00
C 1.5172 -8.9959 1.1541 0.05 -0.01 -0.03
C -6.2739 -2.0856 -4.3058 -0.01 -0.01 0.00
F -0.2111 -4.8875 4.2244 -0.62 0.80 -0.12
H 2.9008 -4.8636 -8.1423 0.00 -0.01 -0.01
H 2.3700 -3.2322 -4.2224 0.00 0.01 0.01
C -3.9233 -0.9394 3.6922 -0.20 -0.35 0.39
C -2.2465 3.6419 -0.6834 -0.08 -0.02 -0.01
H -4.4819 5.4713 3.6346 -0.01 0.00 0.00
H 2.4269 -10.8367 0.5312 0.00 -0.01 0.00
C -2.8127 5.1196 4.9354 -0.04 0.03 0.02
H -1.4701 2.8321 2.1347 -0.02 -0.02 -0.01
H 4.0158 -1.5299 -1.0003 -0.01 0.00 0.00
F -0.4347 -2.7109 4.3538 -0.40 -0.86 -0.19
C 2.0175 -7.0710 -0.1908 0.01 -0.03 0.01
C -1.9500 3.2628 -7.2387 0.03 0.00 0.00
C -1.1234 3.6314 4.0937 0.00 0.00 -0.02
H -4.8923 1.7075 0.1644 0.02 -0.01 0.05
O -0.3072 -4.8757 1.7233 -0.39 -0.02 0.01
C -3.0578 4.1325 2.7535 0.10 0.04 0.12
C -1.8319 7.7722 8.3629 -0.01 0.01 0.00
H 1.4512 -4.3997 -6.1962 -0.01 0.00 0.00
H -1.1817 3.5719 -0.8683 0.02 0.01 -0.01
H -4.3567 0.5101 2.1434 -0.03 -0.04 -0.20
C -0.9479 6.7801 7.9624 0.01 0.01 -0.01
C -2.9685 2.5051 -0.3433 0.03 0.07 0.00
C 4.6372 -3.9690 -7.2558 0.01 0.00 0.00
C 5.1638 -0.6704 -2.5936 0.01 0.09 -0.04
C -1.8371 -0.2441 2.8459 -0.42 0.12 0.54
O 0.6333 1.2485 -2.0111 0.29 -0.47 0.38
H 5.7590 -3.1728 -0.3918 0.00 0.00 0.01
H 6.1936 -3.0159 -6.1261 0.01 0.01 0.01
C -4.9802 3.8185 -0.2189 0.00 -0.02 -0.12
C -1.3516 5.5931 10.0131 0.00 -0.01 0.01
C 8.8618 1.4791 1.9449 0.01 0.00 0.00
H 3.5713 -9.8203 -1.4086 0.01 0.00 0.00
H 3.3110 -7.4063 -1.8693 0.00 0.00 -0.01
C 2.9562 -9.2086 -0.7608 0.01 -0.01 -0.01
C 0.0175 0.5177 -0.8898 0.02 0.52 -0.32
C -0.6100 3.6262 -7.2565 0.00 0.00 0.00
H -0.8574 -0.7854 -2.3375 0.24 -0.17 -0.14
C 7.1261 -2.5125 -1.9055 0.01 0.00 0.00
H -2.0393 1.7040 -4.2336 0.02 -0.01 0.02
C -2.2363 6.5845 10.4130 0.00 0.01 0.00
H -6.0451 3.8865 -0.0377 -0.01 -0.01 0.01
F -2.2154 -4.0150 4.3555 1.12 0.07 -0.29
C 0.2147 3.2924 -6.1908 -0.03 0.00 -0.01
C -4.6957 0.2419 3.1382 0.45 0.16 -0.03
H -0.2079 4.1687 -8.1027 0.00 0.00 -0.01
H 5.6085 2.0971 1.2465 -0.01 0.00 0.00
H -4.7623 5.9076 -0.6552 0.00 0.01 0.01
H 1.9016 -6.0142 -0.3965 -0.02 0.01 -0.02
H -1.9759 0.2614 -1.5264 -0.21 -0.07 -0.22
C -6.8978 -1.8930 -3.0812 -0.01 0.00 0.00
C 7.0272 1.2680 -0.1307 0.01 0.06 0.05
H 6.3111 1.1815 -0.9347 -0.02 -0.01 -0.05
C 5.9290 -2.4791 -1.2048 -0.01 -0.02 0.01
H -2.5923 3.5178 -8.0719 -0.01 0.01 -0.01
C -1.4128 -1.4392 -0.2956 -0.15 0.84 -0.18
C -1.6391 2.2414 -5.0845 -0.08 -0.04 0.02
C -2.4775 7.6736 9.5873 0.00 0.00 0.00
C 6.6331 1.7816 1.0972 0.01 -0.01 0.01
H 8.2816 -1.6457 -3.4924 0.00 -0.01 -0.01
H -1.2705 -2.4223 -0.7250 0.05 -0.30 -0.02
B -3.0992 -2.1457 1.6939 -0.54 -0.44 -0.44
C -5.2659 -1.2238 -4.7130 0.02 0.00 -0.02
H -3.6213 4.0043 1.8426 0.02 0.00 0.05
H 7.2398 2.2874 3.0917 -0.01 0.00 0.01
H -1.1649 4.7428 10.6558 -0.01 -0.02 0.00
H 8.6482 0.4668 -1.2786 -0.01 -0.03 -0.03
```
Forces are in eV/Å.

Calculated values
E_tot (eV): -89819.3929
LUMO energy (eV): 1.926
Kohn-Sham gap (eV): 6.78
M (g mol⁻¹): 1019.1
HOMO level (eV): -4.85
Total charge: -1

Atomic partial charges in e from the Mulliken method, atoms 1 to 6:
1 H 0.233
2 H 0.387
3 C -0.392
4 C -0.532
5 C -0.374
6 H 0.213

Formula: C5H6BrN2O
Source: the OMol25 dataset
Level of theory: wB97M-V/def2-TZVPD

XYZ file:
```
15
Properties=species:S:1:pos:R:3:forces:R:3
C 2.3839 -1.2155 -0.2612 1.40 1.08 1.57
H -1.8072 0.7676 1.7027 0.55 1.16 -1.12
C -0.8456 -0.6930 -0.0452 1.68 -2.54 -0.85
H -1.7929 -0.8782 0.3349 -1.58 -1.00 0.64
C 1.3646 -1.5620 -0.9114 -1.39 -0.03 -1.19
O 0.1920 2.4220 -0.8268 0.16 -1.15 0.38
C -0.0627 -1.7004 -0.4600 0.97 2.98 0.51
H -0.3862 -2.6376 -0.2756 -0.95 -3.06 0.08
H 1.5344 -1.7195 -1.9854 0.30 -0.14 -0.03
H -0.5284 2.2065 1.5784 -1.82 -2.30 -1.93
C -1.2973 1.4568 0.9494 -0.43 2.03 1.73
H -2.0273 2.1702 0.4146 1.01 -1.22 0.99
N 0.2303 1.2078 -0.8489 0.93 0.68 -1.66
N -0.6200 0.6047 -0.0369 0.01 4.23 1.67
Br 3.6625 -0.4295 0.6715 -0.85 -0.72 -0.80
```
Forces are in eV/Å.

Calculated values
E_tot (eV): -80338.0919
LUMO energy (eV): -6.847
Kohn-Sham gap (eV): 6.39
M (g mol⁻¹): 190.0
HOMO level (eV): -13.24
Total charge: +1

Atomic partial charges in e from the Mulliken method, atoms 1 to 6:
1 C 0.296
2 H 0.351
3 C 0.025
4 H 0.423
5 C -0.044
6 O -0.451

Formula: C5H10Br2
Source: the OMol25 dataset
Level of theory: wB97M-V/def2-TZVPD

XYZ file:
```
17
Properties=species:S:1:pos:R:3:forces:R:3
C 0.5239 -0.9456 -0.1250 -5.51 -0.36 -1.78
H -1.0002 1.9472 -1.7594 1.04 -0.88 -0.05
H 0.3695 1.8223 1.0139 1.48 0.20 0.17
Br 2.4055 -0.3314 -0.4839 5.11 1.54 -0.80
H -1.3163 2.1949 0.7261 1.33 -1.80 0.03
H -0.8978 0.7838 1.7475 0.36 -0.02 0.09
C -0.5658 0.3677 -0.3688 2.40 -2.79 2.49
C 0.6163 -1.8186 1.0575 -3.38 2.61 3.88
H 0.4169 -1.7147 -0.9255 -0.25 1.05 -0.40
H 1.2025 -2.6621 1.0228 2.02 -1.59 -0.66
H 0.8559 1.4613 -1.4580 -2.49 0.03 -0.32
C -0.5390 1.3125 0.8664 -3.32 0.81 -1.08
H 0.9305 -1.1528 1.9429 -0.30 -1.27 -0.76
H -0.0996 0.5061 -2.5895 -1.00 0.39 1.42
H -0.3892 -2.3094 1.3768 1.12 1.11 -0.51
C -0.2743 1.0913 -1.6230 2.78 1.11 -1.54
Br -2.2389 -0.5525 -0.4209 -1.39 -0.16 -0.18
```
Forces are in eV/Å.

Calculated values
E_tot (eV): -145425.7332
2S+1: 3
LUMO energy (alpha / beta) (eV): 0.705 / -3.918
Kohn-Sham gap (alpha / beta) (eV): 5.55 / 5.88
M (g mol⁻¹): 229.9
Expectation value of S²: 2.0058
HOMO level (alpha / beta) (eV): -4.84 / -9.80

Atomic partial charges in e from the Mulliken method, atoms 1 to 6:
1 C -0.344
2 H 0.360
3 H 0.363
4 Br -0.023
5 H 0.353
6 H 0.405